C2H3NOS3 | wB97M-V/def2-TZVPD

Cartesian coordinates (Å):
O -1.824853 0.944082 1.453905
N -0.852523 1.544032 0.698831
C 0.091535 0.852094 0.074101
S 1.416093 1.567944 -0.669029
C -0.055742 -0.606956 -0.125921
S -1.420137 -1.323048 -0.619992
S 1.332603 -1.646074 0.140232
H -2.561542 0.835278 0.816079
H -0.612516 2.491510 0.957767
H 2.268832 -0.739646 0.394637

Forces on atoms 1 to 2 (eV/Å):
O -0.753 0.029 -0.253
N 0.638 0.200 -0.049

Summary:
ΔE to the lowest compared entry with this formula, charge and spin, kcal/mol: 43.4
Structure (SMILES): ONC(=S)C(=S)S
F_max, eV Å⁻¹: 1.72
LUMO, eV: -1.267
Net charge: 0
HOMO-LUMO gap, eV: 7.6426
E_HOMO, Ha: -0.3274



C2H4LiO2Sc | wB97M-V/def2-TZVPD

Cartesian coordinates (Å):
O -0.703267 0.918676 1.035198
C 0.721443 0.289558 0.387685
C 0.409001 -0.543076 -0.827392
O -0.996249 -0.477912 -0.528027
Sc -1.833806 1.401119 -0.615945
Li -1.557774 -0.797978 1.700418
H 1.218194 -0.278228 1.184035
H 1.393359 1.138326 0.210512
H 0.724676 -1.588981 -0.756962
H 0.624424 -0.061504 -1.789521

Forces on atoms 1 to 2 (eV/Å):
O 0.091 -0.093 -3.528
C 2.044 1.341 1.759

Summary:
F_max, eV Å⁻¹: 3.53
<S²>: 0.78
LUMO (spin up / spin down), eV: -17.240 / -17.598
Net charge: +3
HOMO-LUMO gap (spin up / spin down), eV: 8.9553 / 8.2433
Spin multiplicity: 2
E_HOMO (spin up / spin down), Ha: -0.9626 / -0.9496



C6H9NO2 | wB97M-V/def2-TZVPD

Cartesian coordinates (Å):
C 1.526532 0.486463 -3.208911
C 0.707211 0.093857 -2.422756
C -0.259428 -0.380722 -1.478922
O -1.280848 -0.949612 -1.780895
C 0.094481 -0.040598 -0.012649
C -0.504835 1.359529 0.228289
O 1.484919 0.067944 0.179789
N -0.420346 -1.107757 0.812234
C -0.545058 -0.832873 2.230369
H 2.245075 0.833782 -3.892535
H -0.094739 2.052157 -0.501917
H -0.229593 1.701506 1.221865
H -1.587333 1.325013 0.132367
H 1.842397 -0.824352 0.261341
H -1.293438 -1.451416 0.423921
H 0.399024 -0.422485 2.587416
H -0.731119 -1.776731 2.740873
H -1.352901 -0.133705 2.480121

Forces on atoms 1 to 2 (eV/Å):
C -0.620 -0.274 0.585
C 0.617 0.252 -1.032

Summary:
ΔE to the lowest compared entry with this formula, charge and spin, kcal/mol: 60.9
Structure (SMILES): C#CC(=O)[C@](C)(O)NC
F_max, eV Å⁻¹: 1.23
LUMO, eV: 0.126
Net charge: 0
HOMO-LUMO gap, eV: 9.3722
E_HOMO, Ha: -0.3398



H6NO | wB97M-V/def2-TZVPD

Cartesian coordinates (Å):
N 0.870273 0.333188 -0.645211
H 1.626248 -0.022562 -0.027778
H -0.235267 0.330285 -0.139576
H 0.987150 1.361261 -0.928243
H 0.894122 -0.078795 -1.554382
H -0.731525 -1.020471 1.397268
H -2.154607 -0.408687 1.144773
O -1.256393 -0.494218 0.753150

Forces on atoms 1 to 2 (eV/Å):
N -3.057 2.999 1.654
H -0.322 0.449 -0.408

Summary:
ΔE to the lowest compared entry with this formula, charge and spin, kcal/mol: 28.4
F_max, eV Å⁻¹: 5.66
<S²>: 0.75
LUMO (spin up / spin down), eV: -10.435 / -18.930
Net charge: +2
HOMO-LUMO gap (spin up / spin down), eV: 17.0293 / 8.3865
Spin multiplicity: 2
E_HOMO (spin up / spin down), Ha: -1.0093 / -1.0039



C4H13N2O | wB97M-V/def2-TZVPD

Cartesian coordinates (Å):
C 1.106151 -0.969143 -1.210798
C 0.233502 1.341992 -1.637582
C -1.291935 -1.518906 1.702989
C -0.121964 0.359385 0.936537
N -0.042728 1.692639 1.008131
N 0.049552 0.070163 -0.883483
O -1.338986 -0.169188 1.218240
H 2.046430 -0.804521 -0.574670
H 0.763167 -1.918611 -0.810447
H 1.442606 -0.900416 -2.337204
H 1.156775 1.732055 -1.356374
H 0.144982 1.101482 -2.708600
H -0.573274 2.051122 -1.364839
H -2.245984 -1.986108 1.596012
H -0.961090 -1.626415 2.720315
H -0.607420 -2.202781 1.096043
H 0.727744 -0.140211 1.268483
H 0.956136 1.887125 0.873932
H -0.592067 2.402853 1.472376
H -0.851598 -0.402517 -1.009062

Forces on atoms 1 to 2 (eV/Å):
C 1.679 1.251 -0.155
C -2.795 -1.192 -0.414

Summary:
ΔE to the lowest compared entry with this formula, charge and spin, kcal/mol: 71.1
F_max, eV Å⁻¹: 3.36
LUMO, eV: -2.771
Net charge: +1
HOMO-LUMO gap, eV: 11.6642
E_HOMO, Ha: -0.5305



C7H6OS2 | wB97M-V/def2-TZVPD

Cartesian coordinates (Å):
C -0.432854 -1.543619 0.068871
C 0.802288 -1.098854 -0.250193
C 2.854629 0.225779 -0.387794
C -1.653314 -0.803720 0.202589
C -1.778989 0.710202 0.493774
C -0.828843 1.787018 0.306394
C 1.432636 0.151929 -0.218140
O 3.622229 -0.709122 -0.392463
S -2.463577 0.181241 -1.206959
S 0.843429 1.781077 0.042130
H -0.649936 -2.563175 0.100211
H 1.483474 -1.824201 -0.363234
H 3.330648 1.224101 -0.450833
H -2.529634 -1.158976 0.776038
H -2.663126 0.832550 1.082071
H -1.369064 2.807766 0.197535

Forces on atoms 1 to 2 (eV/Å):
C -0.071 1.053 -0.813
C -2.585 1.495 1.545

Summary:
ΔE to the lowest compared entry with this formula, charge and spin, kcal/mol: 85.8
F_max, eV Å⁻¹: 4.15
LUMO (spin up / spin down), eV: -1.187 / -1.631
Net charge: 0
HOMO-LUMO gap (spin up / spin down), eV: 6.6590 / 6.1022
E_HOMO (spin up / spin down), Ha: -0.2883 / -0.2842



C6H7I | wB97M-V/def2-TZVPD

Cartesian coordinates (Å):
C 1.499967 -1.189647 0.585749
C 0.651815 -0.176996 0.247953
C 0.271650 0.373709 -1.130082
C -1.121375 0.817146 -0.993179
C -1.538758 0.825126 0.258367
C -0.649267 0.188236 1.194209
I 0.029213 1.435942 3.053959
H 1.618626 -1.614787 1.642253
H 2.259396 -1.419180 -0.048168
H 0.509220 -0.375861 -1.876228
H 0.822618 1.261559 -1.464164
H -1.726390 1.208485 -1.938403
H -2.560178 1.105021 0.523072
H -1.078953 -0.657537 1.560528

Forces on atoms 1 to 2 (eV/Å):
C -2.207 2.374 2.603
C -1.931 -1.500 1.948

Summary:
ΔE to the lowest compared entry with this formula, charge and spin, kcal/mol: 19.0
Structure (SMILES): C=C1CC=C[C@@H]1I
F_max, eV Å⁻¹: 4.83
LUMO, eV: -0.075
Net charge: 0
HOMO-LUMO gap, eV: 8.9869
E_HOMO, Ha: -0.3330



C22H21BF4N4O2PS5Sm | wB97M-V/def2-TZVPD

Cartesian coordinates (Å):
Sm -1.648148 0.891285 1.374166
C -4.448214 0.439205 5.126857
O -3.937999 -0.827184 4.637259
C -3.435364 -0.797324 3.422433
O -3.451485 0.208361 2.704758
N -2.931587 -1.976971 3.020620
N -2.080187 -1.900562 1.910645
H -4.703051 0.254835 6.163657
H -5.327631 0.718986 4.553760
H -3.680458 1.201628 5.037859
H -2.787983 -2.687703 3.722619
H -2.401115 -2.516275 1.173872
H -1.124522 -2.103127 2.190611
S 3.624692 2.249545 0.433310
C 2.789999 1.316489 1.524657
S 1.381414 1.880604 2.351678
C 1.069048 0.302638 3.000657
N 1.977814 -0.566095 2.702919
N 2.945507 0.024569 1.890241
C 3.948679 -0.865158 1.374659
C 5.276497 -0.478269 1.353445
C 6.224604 -1.355334 0.845214
C 5.846303 -2.603658 0.371802
C 4.509844 -2.981656 0.413031
C 3.554990 -2.111279 0.913972
S -0.439446 -0.011160 3.806929
H 5.563426 0.495646 1.721001
H 7.264887 -1.057420 0.824526
H 6.590161 -3.281710 -0.025616
H 4.205664 -3.955420 0.050646
H 2.510519 -2.390711 0.951374
F -2.629164 4.699841 1.726061
B -2.305599 3.407885 1.612173
F -1.097999 3.133259 0.875059
F -2.077457 2.713418 2.847604
F -3.267455 2.584187 0.933364
S -2.978032 -0.305135 -0.848016
P -1.079348 -0.213496 -1.505747
S 0.253296 -0.670156 -0.070991
C -0.716709 1.472732 -2.048626
C 0.500701 2.073686 -1.740143
C 0.767481 3.372143 -2.160165
C -0.179524 4.066508 -2.891268
C -1.398428 3.470530 -3.207677
C -1.668867 2.181522 -2.789029
C -0.868372 -1.259440 -2.966971
C -1.951874 -1.903008 -3.548959
C -1.770519 -2.674927 -4.691285
C -0.508578 -2.801038 -5.248805
C 0.579021 -2.155710 -4.667610
C 0.402220 -1.386876 -3.529483
H 1.242524 1.538983 -1.162434
H 1.712851 3.830819 -1.899225
H 0.022768 5.080523 -3.212422
H -2.138114 4.022715 -3.772863
H -2.628993 1.732774 -3.011926
H -2.935518 -1.802629 -3.107972
H -2.616487 -3.176862 -5.142954
H -0.367070 -3.404023 -6.136730
H 1.564592 -2.254185 -5.103803
H 1.251782 -0.890818 -3.072723

Forces on atoms 1 to 2 (eV/Å):
Sm 0.460 -2.107 0.366
C 0.000 -0.194 -0.078

Summary:
ΔE to the lowest compared entry with this formula, charge and spin, kcal/mol: 0.0
F_max, eV Å⁻¹: 2.19
<S²>: 8.76
LUMO (spin up / spin down), eV: -0.836 / 0.173
Net charge: 0
HOMO-LUMO gap (spin up / spin down), eV: 6.9959 / 8.0029
Spin multiplicity: 6
E_HOMO (spin up / spin down), Ha: -0.2878 / -0.2878



C27H69FN4O10P2S | wB97M-V/def2-TZVPD

Cartesian coordinates (Å):
C -5.426543 0.872884 -0.001352
C -4.228656 0.722189 -0.937907
P -3.447698 -0.937348 -1.135722
C -3.095523 -1.345277 0.623831
P -5.258661 -2.148863 -1.480863
S -4.380881 -3.632020 -2.812007
O -3.446156 -4.497335 -2.171281
O -5.411074 -4.146895 -3.652115
F -3.509304 -2.696630 -3.752453
H -6.167280 0.081337 -0.145968
H -5.938809 1.820515 -0.175629
H -5.113032 0.859561 1.044438
H -3.398775 1.327027 -0.556412
H -4.452566 1.098817 -1.938384
H -3.956523 -1.264355 1.288349
H -2.326236 -0.658187 0.981795
H -2.702317 -2.361741 0.674044
H -5.072596 -3.065626 -0.419934
C -5.324855 -4.756020 4.544581
O -5.624034 -3.741455 5.478632
C -4.717417 -3.659105 6.572178
C -3.949218 -2.355847 6.532352
N -3.059558 -2.325898 5.384538
C -2.365908 -1.065184 5.154689
C -3.207429 0.165612 4.832354
O -3.900114 0.087079 3.593433
C -5.184597 -0.502025 3.649331
H -6.137046 -4.774702 3.819897
H -4.381181 -4.573103 4.016835
H -5.260542 -5.737891 5.025418
H -4.022367 -4.504513 6.547737
H -5.295147 -3.714547 7.498465
H -3.354046 -2.269528 7.447247
H -4.681198 -1.535094 6.541689
H -3.586385 -2.567929 4.554831
H -1.675486 -1.235664 4.327295
H -1.758517 -0.839499 6.038816
H -2.528402 1.017382 4.744904
H -3.919270 0.400016 5.633688
H -5.675154 -0.304418 4.607096
H -5.160521 -1.586011 3.501755
H -5.787720 -0.060416 2.855085
C 1.087175 4.601081 -4.030186
O 1.680777 4.529853 -2.745559
C 1.666399 5.759822 -2.030431
C 0.759746 5.667290 -0.822063
N -0.631612 5.544101 -1.223381
C -1.564821 5.285783 -0.136312
C -1.416802 3.973896 0.626140
O -1.700992 2.825292 -0.154788
C -0.619087 2.292977 -0.896283
H 1.282693 3.655459 -4.531106
H 0.005553 4.761066 -3.965752
H 1.527743 5.406254 -4.626054
H 1.346217 6.574949 -2.686281
H 2.686074 5.968640 -1.695046
H 0.875557 6.576026 -0.222522
H 1.113200 4.825568 -0.208777
H -0.711478 4.808457 -1.913785
H -2.576147 5.319610 -0.548485
H -1.488813 6.106423 0.585453
H -2.147468 3.973699 1.438621
H -0.424784 3.872240 1.082394
H 0.334935 2.464394 -0.389178
H -0.554151 2.712078 -1.904224
H -0.780557 1.217659 -0.989298
C 4.437962 -2.699827 3.075521
O 3.773921 -3.698477 2.332581
C 3.705451 -4.965543 2.975953
C 2.271148 -5.326175 3.295034
N 1.730236 -4.439177 4.311470
C 0.309858 -4.608882 4.585235
C -0.671394 -4.316193 3.456487
O -0.704600 -2.951656 3.073524
C 0.208657 -2.561528 2.069048
H 4.502445 -1.817789 2.440671
H 3.902841 -2.438621 3.995703
H 5.451825 -3.010851 3.349085
H 4.304043 -4.955285 3.892168
H 4.124362 -5.714123 2.298438
H 2.242433 -6.354343 3.669930
H 1.705152 -5.307155 2.352561
H 1.904930 -3.481131 4.035295
H 0.047677 -3.959159 5.423613
H 0.144164 -5.639582 4.918028
H -1.672892 -4.547122 3.827709
H -0.490272 -4.942809 2.574625
H 0.381055 -3.366757 1.348456
H 1.177777 -2.241644 2.463369
H -0.238658 -1.713572 1.549863
C 3.863041 2.208093 -4.081477
O 3.853841 2.998550 -5.254388
C 4.813604 4.047265 -5.260216
C 5.881118 3.799188 -6.303818
N 6.705127 2.657801 -5.943499
C 7.670495 2.251513 -6.955285
C 7.130397 1.744048 -8.288114
O 6.426343 0.520162 -8.190276
C 5.042084 0.627420 -7.925957
H 3.007530 1.536361 -4.138868
H 4.775768 1.608696 -3.993029
H 3.758541 2.830006 -3.187688
H 5.266577 4.149129 -4.269237
H 4.293126 4.980004 -5.496575
H 6.518602 4.687048 -6.370354
H 5.377550 3.686031 -7.274829
H 6.103726 1.874392 -5.721962
H 8.291866 1.462282 -6.525719
H 8.331876 3.100971 -7.159098
H 7.985060 1.551766 -8.941323
H 6.502940 2.494137 -8.785323
H 4.618410 1.531274 -8.375235
H 4.817168 0.642801 -6.855348
H 4.556474 -0.243447 -8.365125

Forces on atoms 1 to 2 (eV/Å):
C 0.011 -0.037 0.052
C -0.022 0.046 0.092

Summary:
Structure (SMILES): CCP(C)#[PH]S(=O)(=O)F.COCCNCCOC.COCCNCCOC.COCCNCCOC.COCCNCCOC
F_max, eV Å⁻¹: 0.33
LUMO, eV: 0.434
Net charge: 0
HOMO-LUMO gap, eV: 9.1026
E_HOMO, Ha: -0.3185



C4H8O2 | wB97M-V/def2-TZVPD

Cartesian coordinates (Å):
C -1.515633 -0.669235 0.060424
C -0.161644 -0.098365 -0.146226
C 1.079110 -0.882450 0.040551
O 2.187156 -0.208896 0.286440
C 0.075492 1.351856 -0.375597
O 0.606728 1.554695 0.920512
H -1.487290 -1.761953 0.144321
H -2.227630 -0.359008 -0.715861
H -1.895470 -0.275232 1.017652
H 1.005120 -1.317345 -1.027489
H 0.875594 -1.790232 0.661101
H 1.503225 0.964738 0.842934
H -0.836500 1.943830 -0.520371
H 0.791741 1.547602 -1.188387

Forces on atoms 1 to 2 (eV/Å):
C 0.130 -0.069 -0.086
C 0.207 -0.082 0.229

Summary:
ΔE to the lowest compared entry with this formula, charge and spin, kcal/mol: 93.5
F_max, eV Å⁻¹: 0.42
LUMO, eV: -0.792
Net charge: 0
HOMO-LUMO gap, eV: 8.1249
E_HOMO, Ha: -0.3277



C4H14O3 | wB97M-V/def2-TZVPD

Cartesian coordinates (Å):
C 1.706889 0.180485 -1.781068
C 0.389412 -0.524885 -1.443142
O 0.323618 -0.514824 -0.036348
H 2.566070 0.076279 -1.117681
H 1.621768 1.202587 -2.147902
H 2.196639 -0.351825 -2.603950
H 0.410666 -1.566751 -1.762993
H -0.385016 0.079700 -1.917455
H -0.022097 -1.373814 0.238464
C -0.266068 3.123612 0.205229
O 0.612521 2.493888 1.151530
H 0.220663 3.220475 -0.767607
H -1.222899 2.610199 0.283388
H -0.327194 4.185278 0.448029
H 0.695622 1.551781 0.978261
C -1.521778 -2.210007 2.019805
O -1.414668 -2.550266 0.648979
H -0.722358 -2.609995 2.644179
H -1.409496 -1.125513 2.035495
H -2.504387 -2.512797 2.381038
H -0.947908 -3.383605 0.543753

Forces on atoms 1 to 2 (eV/Å):
C 1.181 -0.782 -1.813
C 1.804 0.851 0.458

Summary:
ΔE to the lowest compared entry with this formula, charge and spin, kcal/mol: 48.7
Structure (SMILES): CCO.CO.CO
F_max, eV Å⁻¹: 2.30
LUMO, eV: 0.599
Net charge: 0
HOMO-LUMO gap, eV: 10.4549
E_HOMO, Ha: -0.3622



C6H8P | wB97M-V/def2-TZVPD

Cartesian coordinates (Å):
C -1.712266 -0.664988 -0.895910
C -0.752267 -0.116431 0.009086
C 2.685650 0.359196 1.827605
C 2.344798 -0.734429 1.167134
C -2.479299 -0.059426 -1.753878
C 0.167755 0.978234 -0.184844
P 2.261624 0.536448 0.042296
H -1.677745 -1.775708 -0.601664
H -0.843730 -0.526570 1.010718
H 3.123865 0.591771 2.770991
H 2.145812 -1.777800 1.164436
H -3.134224 -0.716627 -2.359517
H -2.520059 0.999114 -1.707248
H 0.206892 1.416527 -1.221952
H 0.183194 1.490689 0.732747

Forces on atoms 1 to 2 (eV/Å):
C 2.576 -3.227 2.375
C 0.965 2.921 -0.128

Summary:
ΔE to the lowest compared entry with this formula, charge and spin, kcal/mol: 94.8
F_max, eV Å⁻¹: 4.76
LUMO (spin up / spin down), eV: -5.830 / -5.831
Net charge: +1
HOMO-LUMO gap (spin up / spin down), eV: 7.7200 / 7.7191
E_HOMO (spin up / spin down), Ha: -0.4980 / -0.4980